(1)
{
  "formula": "C34H45LuN5O",
  "method": "ωB97M-V with the def2-TZVPD basis set",
  "e_above_lowest_kj_mol": 220.1,
  "homo_energy_ev": -1.11,
  "homo_lumo_gap_ha": 0.1236,
  "charge": -1,
  "lumo_ha": 0.083,
  "species": ["Lu", "N", "N", "C", "C", "C", "C", "H", "H", "H", "C", "C", "H", "H", "H", "C", "C", "H", "H", "H", "C", "H", "H", "H", "C", "H", "H", "H", "C", "H", "C", "H", "C", "H", "C", "H", "C", "C", "H", "C", "C", "H", "C", "H", "N", "C", "C", "C", "H", "C", "C", "H", "H", "H", "C", "H", "C", "C", "H", "H", "H", "C", "H", "H", "H", "C", "N", "C", "C", "C", "N", "C", "C", "O", "H", "H", "H", "H", "H", "H", "H", "H", "H", "H", "H", "H"],
  "coordinates": [[-0.409, -0.675, -0.129], [-1.611, -4.919, 2.775], [-2.346, 0.539, -0.086], [1.332, 0.382, -2.280], [0.555, -0.801, -2.511], [1.225, -1.894, -1.864], [0.815, -3.316, -1.947], [0.366, -3.579, -2.913], [0.027, -3.557, -1.195], [1.618, -4.019, -1.686], [2.417, -1.374, -1.276], [3.563, -2.127, -0.743], [4.488, -1.536, -0.843], [3.703, -3.096, -1.264], [3.431, -2.316, 0.330], [2.444, 0.017, -1.479], [3.613, 0.864, -1.121], [3.916, 0.704, -0.073], [3.393, 1.928, -1.246], [4.497, 0.632, -1.744], [-0.575, -0.937, -3.463], [-0.232, -1.311, -4.444], [-1.066, 0.028, -3.639], [-1.335, -1.643, -3.102], [1.229, 1.627, -3.078], [1.728, 2.464, -2.576], [0.180, 1.899, -3.217], [1.685, 1.533, -4.082], [-1.792, -4.607, 4.052], [-1.620, -5.484, 4.705], [-2.173, -3.348, 4.485], [-2.301, -3.187, 5.562], [-2.435, -2.291, 3.556], [-2.857, -1.315, 3.876], [-2.167, -2.515, 2.216], [-2.417, -1.775, 1.359], [-1.675, -3.935, 1.824], [-1.390, -4.314, 0.497], [-1.516, -3.220, -0.050], [-1.704, 1.564, -0.616], [-3.667, 0.560, -0.591], [-4.310, -0.254, -0.498], [-3.890, 1.725, -1.182], [-4.802, 2.173, -1.535], [-2.648, 2.397, -1.162], [-2.232, 3.537, -1.886], [-2.538, 3.607, -3.240], [-1.891, 4.633, -3.963], [-2.161, 4.797, -5.018], [-0.866, 5.397, -3.374], [-0.226, 6.522, -4.140], [0.804, 6.680, -3.789], [-0.789, 7.458, -3.986], [-0.211, 6.296, -5.216], [-0.481, 5.149, -2.037], [0.359, 5.725, -1.598], [-1.135, 4.155, -1.303], [-0.640, 3.753, 0.027], [-1.365, 3.187, 0.618], [-0.376, 4.642, 0.631], [0.279, 3.154, -0.046], [-3.365, 2.573, -3.911], [-4.378, 2.466, -3.508], [-2.897, 1.576, -3.889], [-3.481, 2.818, -4.985], [1.137, 0.889, 3.480], [1.484, -0.491, 3.718], [1.704, -0.905, 5.129], [1.305, -2.344, 5.299], [1.983, -3.177, 4.247], [1.738, -2.627, 2.901], [1.811, -3.555, 1.785], [1.364, -1.351, 2.708], [0.851, -0.933, 1.555], [0.057, 1.055, 3.629], [1.373, 1.156, 2.444], [1.703, 1.536, 4.171], [2.766, -0.775, 5.412], [1.109, -0.258, 5.789], [0.210, -2.459, 5.232], [1.598, -2.691, 6.299], [1.581, -4.196, 4.266], [3.066, -3.223, 4.457], [2.729, -3.439, 1.204], [1.785, -4.578, 2.169], [0.951, -3.448, 1.117]]
}

***

(2)
{
  "formula": "C24H29NO3",
  "method": "ωB97M-V with the def2-TZVPD basis set",
  "e_above_lowest_kj_mol": 2157.2,
  "homo_energy_ev": -7.40,
  "homo_lumo_gap_ha": 0.2939,
  "lumo_ha": 0.022,
  "species": ["C", "H", "O", "C", "C", "C", "C", "C", "C", "O", "C", "H", "H", "H", "H", "C", "O", "C", "H", "C", "C", "C", "C", "N", "C", "C", "H", "H", "H", "H", "C", "C", "C", "C", "C", "C", "C", "H", "H", "H", "H", "H", "H", "H", "H", "H", "H", "H", "H", "H", "H", "C", "H", "H", "H", "H", "H"],
  "coordinates": [[3.769, -4.039, 5.677], [4.270, -4.640, 4.805], [2.249, -4.107, 5.371], [1.867, -3.724, 4.243], [2.738, -3.303, 3.079], [2.032, -2.803, 2.159], [0.708, -2.832, 2.171], [-0.238, -3.523, 3.007], [0.416, -3.951, 4.192], [-0.138, -4.342, 5.272], [-1.747, -4.548, 5.397], [-1.917, -5.090, 6.277], [-1.745, -5.206, 4.351], [-2.151, -3.495, 5.222], [-1.277, -3.569, 2.878], [0.139, -2.352, 0.865], [-0.903, -2.331, 0.284], [1.363, -1.783, 0.080], [1.202, -2.207, -1.089], [1.147, -0.231, 0.044], [0.024, 0.107, -0.980], [0.232, -0.011, -2.222], [-0.973, 0.557, -3.195], [-1.032, 2.028, -2.847], [-1.533, 2.005, -1.758], [-0.258, 1.749, -0.792], [-0.290, 1.930, 0.254], [0.529, 2.233, -0.991], [-1.419, 3.295, -1.369], [-2.249, 1.763, -1.331], [-2.102, 2.531, -3.927], [-1.894, 3.964, -3.920], [-0.717, 4.732, -3.845], [-0.458, 6.061, -3.831], [-1.663, 6.835, -3.742], [-3.175, 6.265, -3.699], [-3.092, 4.748, -3.930], [-4.022, 4.556, -3.591], [-3.911, 6.819, -3.674], [-1.751, 7.897, -3.537], [0.455, 6.734, -3.758], [0.206, 4.151, -3.602], [-1.680, 2.212, -4.859], [-2.868, 2.235, -3.676], [-0.697, 0.256, -4.296], [-1.777, 0.092, -3.153], [0.467, -0.990, -2.701], [1.315, 0.614, -2.819], [-0.998, -0.400, -0.731], [2.085, 0.051, -0.323], [0.981, 0.078, 0.905], [2.459, -2.269, 0.807], [3.061, -1.349, 0.880], [3.174, -2.883, 0.337], [3.712, -2.990, 3.291], [4.063, -2.939, 5.744], [4.016, -4.592, 6.597]]
}

***

(3)
{
  "formula": "C11H19Cl4FO9",
  "method": "ωB97M-V with the def2-TZVPD basis set",
  "homo_energy_ev": -10.79,
  "homo_lumo_gap_ha": 0.4134,
  "smiles": "O=C1OC[C@@H](F)O1.COC(=O)OC.COC(=O)OC.ClCCl.ClCCl",
  "lumo_ha": 0.017,
  "species": ["C", "O", "C", "O", "O", "C", "H", "H", "H", "H", "H", "H", "C", "O", "C", "O", "O", "C", "H", "H", "H", "H", "H", "H", "C", "C", "O", "C", "O", "O", "F", "H", "H", "H", "C", "Cl", "Cl", "H", "H", "C", "Cl", "Cl", "H", "H"],
  "coordinates": [[-2.189, 2.666, -2.330], [-1.075, 1.829, -2.569], [-1.039, 0.611, -2.052], [-1.935, 0.096, -1.433], [0.140, 0.107, -2.324], [0.413, -1.247, -1.995], [-2.869, 2.711, -3.180], [-1.844, 3.696, -2.218], [-2.658, 2.347, -1.401], [-0.026, -1.948, -2.703], [0.017, -1.500, -1.010], [1.494, -1.318, -1.969], [2.422, -3.267, 0.086], [2.765, -4.249, -0.859], [3.512, -5.259, -0.440], [3.777, -5.547, 0.691], [3.879, -5.951, -1.507], [4.622, -7.149, -1.272], [1.545, -2.744, -0.267], [3.186, -2.501, 0.284], [2.316, -3.592, 1.127], [5.389, -6.998, -0.515], [5.073, -7.364, -2.234], [3.937, -7.930, -0.950], [-0.234, 1.197, 2.933], [-0.665, 1.702, 1.567], [0.552, 1.550, 0.834], [1.191, 0.482, 1.333], [2.115, -0.082, 0.831], [0.680, 0.154, 2.538], [-1.014, 3.011, 1.488], [-0.946, 0.711, 3.598], [0.278, 1.939, 3.553], [-1.510, 1.134, 1.172], [-4.637, 2.305, 1.356], [-4.929, 1.315, -0.089], [-3.906, 1.372, 2.696], [-3.996, 3.129, 1.079], [-5.628, 2.575, 1.694], [-1.537, 6.332, 0.777], [-3.201, 5.780, 0.938], [-1.142, 7.573, 1.995], [-0.837, 5.525, 0.944], [-1.487, 6.796, -0.199]]
}

***

(4)
{
  "formula": "C38H30BCl2FO8",
  "method": "ωB97M-V with the def2-TZVPD basis set",
  "homo_energy_ev": -8.34,
  "homo_lumo_gap_ha": 0.2724,
  "smiles": "C=C[C@]1([C@H](Cl)[C@@H](C)Cl)COC(=O)[C@@]1(F)B(O)OC.O=C1c2ccccc2C(=O)c2ccccc21.O=C1c2ccccc2C(=O)c2ccccc21",
  "lumo_ha": -0.034,
  "species": ["C", "C", "C", "C", "Cl", "C", "C", "Cl", "C", "O", "C", "O", "C", "F", "B", "O", "O", "C", "H", "H", "H", "H", "H", "H", "H", "H", "H", "H", "H", "H", "H", "H", "C", "C", "C", "C", "C", "C", "C", "O", "C", "C", "C", "C", "C", "C", "C", "O", "H", "H", "H", "H", "H", "H", "H", "H", "C", "C", "C", "C", "C", "C", "C", "O", "C", "C", "C", "C", "C", "C", "C", "O", "H", "H", "H", "H", "H", "H", "H", "H"],
  "coordinates": [[6.197, 1.011, 0.618], [5.277, -0.018, 0.640], [4.739, -0.759, -0.559], [5.269, -2.184, -0.840], [3.921, -3.294, -1.284], [6.109, -2.907, 0.213], [7.514, -2.362, 0.367], [5.277, -3.104, 1.791], [5.073, 0.075, -1.826], [3.991, -0.175, -2.734], [2.835, -0.532, -2.108], [1.797, -0.801, -2.667], [3.210, -0.523, -0.611], [3.105, 0.886, -0.314], [2.222, -1.138, 0.489], [2.611, -1.385, 1.784], [0.932, -1.357, 0.106], [0.491, -2.718, 0.233], [5.977, 2.027, 0.316], [7.194, 0.838, 1.008], [4.930, -0.356, 1.612], [5.900, -2.143, -1.716], [6.214, -3.922, -0.144], [7.569, -1.284, 0.387], [8.005, -2.809, 1.219], [8.066, -2.684, -0.515], [6.010, -0.144, -2.323], [5.066, 1.150, -1.678], [2.626, -2.326, 1.964], [-0.309, -2.856, -0.481], [1.272, -3.438, -0.001], [0.093, -2.853, 1.233], [-4.136, 5.674, -1.383], [-4.058, 6.469, -2.522], [-2.983, 6.343, -3.385], [-1.974, 5.430, -3.107], [-2.041, 4.649, -1.952], [-3.130, 4.768, -1.098], [-0.946, 3.696, -1.609], [-1.009, 3.016, -0.608], [0.226, 3.610, -2.524], [1.282, 2.769, -2.197], [2.373, 2.669, -3.044], [2.408, 3.402, -4.226], [1.360, 4.245, -4.555], [0.270, 4.360, -3.703], [-0.832, 5.296, -4.055], [-0.802, 5.937, -5.085], [-4.981, 5.768, -0.714], [-4.840, 7.185, -2.737], [-2.923, 6.956, -4.274], [-3.184, 4.152, -0.211], [1.250, 2.198, -1.281], [3.196, 2.021, -2.791], [3.258, 3.317, -4.890], [1.388, 4.819, -5.471], [-3.936, -4.920, 5.956], [-3.084, -5.408, 4.971], [-3.102, -4.856, 3.702], [-3.978, -3.820, 3.409], [-4.848, -3.345, 4.392], [-4.816, -3.892, 5.668], [-5.830, -2.265, 4.087], [-6.582, -1.850, 4.943], [-5.867, -1.716, 2.703], [-6.809, -0.748, 2.382], [-6.847, -0.219, 1.103], [-5.938, -0.648, 0.142], [-5.000, -1.616, 0.455], [-4.966, -2.160, 1.732], [-3.972, -3.224, 2.043], [-3.181, -3.600, 1.204], [-3.914, -5.348, 6.950], [-2.405, -6.220, 5.195], [-2.438, -5.230, 2.935], [-5.482, -3.513, 6.431], [-7.512, -0.414, 3.131], [-7.585, 0.532, 0.854], [-5.965, -0.227, -0.855], [-4.295, -1.954, -0.291]]
}

***

(5)
{
  "formula": "C4H6NPS",
  "method": "ωB97M-V with the def2-TZVPD basis set",
  "e_above_lowest_kj_mol": 236.4,
  "homo_energy_ev": -8.37,
  "homo_lumo_gap_ha": 0.3058,
  "smiles": "[PH2]#CN=S.C#CC",
  "lumo_ha": -0.002,
  "species": ["C", "C", "C", "C", "N", "P", "S", "H", "H", "H", "H", "H", "H"],
  "coordinates": [[1.472, -0.124, 1.247], [1.405, -0.870, 0.301], [-1.498, 1.269, 0.292], [1.259, -2.019, -0.485], [-1.615, 0.108, 0.052], [-1.591, 3.032, 0.215], [-1.970, -1.373, -0.173], [1.468, 0.670, 1.978], [1.297, -1.768, -1.580], [2.033, -2.822, -0.131], [0.215, -2.322, -0.196], [-2.279, 3.186, -1.128], [-0.196, 3.033, -0.392]]
}